(1)
110
Properties=species:S:1:pos:R:3 method="wB97M-V/def2-TZVPD" orbital_gap_ha="0.189 / 0.205" e_above_lowest_kcal_mol=81.6 homo_ev="-12.34 / -12.76" charge=+2 spin_multiplicity=2 lumo_ev="-7.19 / -7.18" total_energy_ev=-214330.774
C 0.99419 -1.38514 -4.73655
H -0.18350 3.78659 -6.11317
N 1.83645 -0.16291 0.13449
H -1.73825 -0.96597 2.26203
N 0.57430 -0.80943 -2.58815
C -3.60596 -4.66781 1.39316
C 0.11929 3.32205 0.59714
C -0.10117 -3.88451 -4.57476
C -1.92634 -1.58165 -1.05253
C -0.77601 1.60798 3.14721
N 4.00190 -0.39550 0.37236
C -2.46015 -2.62092 -0.21747
H 3.07230 -3.04577 -0.22087
H -3.19254 2.91848 1.05594
C -5.63982 0.55456 0.00471
C -2.16855 3.26423 1.16878
H -0.51727 -4.88190 -4.53684
H -0.56363 -3.45574 -2.51967
H 4.36470 1.30744 1.63427
C -2.47264 -0.32337 2.73244
H -6.21482 -0.18628 0.54648
H 1.46802 -1.82571 -6.80493
H 1.43679 4.71683 1.58698
C 4.51137 -3.57212 3.93488
H -5.26995 -3.36670 -2.03237
H -5.11885 2.00431 4.44872
Br -0.09142 -2.48470 1.38987
C 5.31083 -4.30199 1.41030
C -2.35084 -4.12019 1.72716
C -4.26645 0.40072 -0.12627
H 4.20144 -3.31940 4.94025
C 2.30845 0.85737 0.93449
C -1.82830 -3.14250 0.93578
C -2.11855 0.92405 3.20518
C -3.07897 1.72819 3.80377
H -1.80519 -4.48436 2.58709
H 5.95955 -0.32415 1.00161
N 5.70466 -4.36781 0.08481
H -7.35099 1.75739 -0.47729
C 2.88889 -2.22034 -0.91220
C 1.22083 0.16479 -3.18382
H -2.40042 5.24325 1.53206
N -0.79539 2.83962 3.81118
H 1.95816 0.49759 -5.11294
Pt -0.19966 -0.68298 -0.53616
H -3.60270 3.16924 -1.96308
C 0.42087 4.36175 1.48656
H 1.64540 1.53453 1.44226
H 3.67569 -2.24770 -1.66644
O 0.19567 1.16494 2.58671
C -0.43974 3.34447 -5.15945
C -4.33585 -2.88294 -1.77652
C 5.13772 -2.96319 1.75268
C -3.51148 1.33627 -0.82696
H 1.50203 1.09402 -2.71935
C -1.11750 2.20285 -2.67970
C -4.16430 2.43120 -1.39999
H -1.95942 2.06461 -5.97175
C -0.12943 -3.09741 -3.44360
H 1.93709 -2.39391 -1.39638
H -0.38330 5.54513 3.09102
C -0.56544 4.81545 2.31104
O -2.73056 4.33504 3.27411
H -2.58067 1.10209 -3.82614
C 3.64684 0.73176 1.07661
C 2.88407 -0.92837 -0.17350
H 4.52045 -5.67976 4.36339
C 5.37429 -0.91040 0.29374
H 5.78305 -0.78087 -0.70684
H -5.19333 -4.68574 -0.02235
C -1.95597 4.38886 2.09653
C -3.76153 -1.97639 -2.61472
N 1.49694 -0.12083 -4.46641
H -4.09496 -1.70456 2.53062
H 0.94860 2.88717 0.05051
C -1.43139 2.37645 -5.07997
C 0.41915 -1.81864 -3.54170
C 0.45668 -3.42580 -5.78036
H 0.94231 4.54841 -4.04114
O -2.49086 3.68557 5.57989
C -6.27884 1.64476 -0.57013
N 5.77508 -3.18900 -0.37957
C -4.39828 1.35934 3.96471
C -1.17158 2.77353 0.38927
C 0.19303 3.76815 -3.99901
S -2.22853 3.17980 4.28572
Ge -1.56333 1.33705 -0.96717
H -4.03141 -5.44135 2.01725
N 5.44822 -2.29767 0.60061
H -5.76266 -0.24906 3.59874
H -6.03234 3.43043 -1.73596
C -1.76749 1.81874 -3.85375
C -4.24818 -4.24409 0.26730
C -0.14997 3.20386 -2.77662
C -5.53942 2.58411 -1.27553
C -4.74441 0.09829 3.48807
H -3.78727 -0.46437 0.31755
H 0.45392 -4.07778 -6.64282
C 4.69395 -4.93098 3.60295
C -3.79622 -0.72578 2.88498
H -2.13790 -0.61531 -2.93079
H 5.24364 -6.35518 2.08155
C 5.09373 -5.31753 2.34506
H 4.58964 -1.52050 3.29339
H 0.35946 3.57912 -1.89654
H -4.22661 -1.72860 -3.55989
C -3.69187 -3.24310 -0.56767
C 1.02003 -2.17210 -5.88357
C 4.72481 -2.56006 3.02499
C -2.56650 -1.33233 -2.24059

(2)
27
Properties=species:S:1:pos:R:3 method="wB97M-V/def2-TZVPD" orbital_gap_ha="0.226 / 0.284" e_above_lowest_kcal_mol=56.0 homo_ev="-10.07 / -13.32" charge=+1 spin_multiplicity=3 lumo_ev="-3.91 / -5.59" total_energy_ev=-15053.106
H -4.08866 -2.37708 -0.43089
C 0.48358 0.01083 -2.03916
H 4.32069 -0.27002 1.46975
H 1.72196 -1.39014 0.35650
H 3.31594 1.08718 -0.34996
H 1.79789 1.94980 -1.39737
C -1.45590 1.54114 1.29876
C 2.50890 -0.75748 0.44645
C 2.42826 0.36323 -0.25879
N -1.89407 -0.23465 -0.35623
N -2.61588 -1.20180 -0.66850
H 0.54882 2.37934 1.31405
H -3.23007 0.75074 1.12164
C -0.14859 1.78600 0.80642
C -3.94534 -1.26514 -0.19508
C -0.54768 0.10677 -0.86675
H 4.31482 -1.72115 0.44833
H -1.88316 2.09080 2.12492
H -4.54308 -0.67477 -0.76156
H 0.71208 -1.03444 -2.26302
N 0.13558 1.08843 -0.30730
H 3.42310 -1.92870 1.96254
C 1.35303 0.97028 -1.12798
C -2.29879 0.66448 0.66341
C 3.73962 -1.22432 1.10499
H -0.13832 0.41404 -2.91867
H -4.01475 -1.12336 0.82348

(3)
20
Properties=species:S:1:pos:R:3 method="wB97M-V/def2-TZVPD" orbital_gap_ha=0.352 e_above_lowest_kcal_mol=86.9 homo_ev=-9.08 lumo_ev=0.50 total_energy_ev=-12889.062 smiles="[H]/N=C(/N)NC.CC(=O)O"
C 1.36990 -1.05802 -0.22125
O -2.78528 1.24938 0.74660
H -0.17717 -2.52265 -0.53647
C -0.97264 2.00427 -0.52778
H 2.50977 -3.27569 -1.87265
H 1.12157 -1.85209 1.71124
C 1.39728 -2.85721 -1.92821
H 1.86884 -0.42744 1.73485
H 1.82111 -0.03824 -1.86555
H -1.17547 1.06975 -1.08444
H 1.68048 -1.88331 -2.52782
H -0.93154 2.79716 -1.31700
O -1.59729 2.65128 1.87178
H 0.79392 -3.67965 -2.29123
H 0.15620 1.99174 -0.27296
N 0.85364 -2.37757 -0.71344
H -2.67527 0.49134 1.31096
N 1.80068 -0.05749 -0.82195
N 1.50591 -1.22516 1.18553
C -1.63678 2.20185 0.76274